Entry 1:
{"formula": "C49H52BrClN2O6SeTa", "method": "wB97M-V/def2-TZVPD", "e_tot_ha": -7951.9673, "total_charge": 1, "e_above_lowest_kcal_mol": 18.7, "homo_lumo_gap_ev": 7.285, "lumo_energy_ev": -3.863, "species": ["Ta", "C", "C", "C", "C", "C", "C", "C", "Se", "C", "C", "C", "C", "C", "C", "O", "C", "C", "C", "C", "C", "C", "C", "C", "C", "O", "C", "C", "C", "C", "C", "C", "H", "H", "H", "H", "H", "H", "H", "H", "H", "H", "H", "H", "H", "H", "H", "H", "H", "H", "H", "H", "H", "H", "H", "H", "H", "H", "H", "H", "H", "H", "H", "H", "H", "H", "H", "H", "H", "H", "H", "H", "Br", "C", "C", "C", "C", "C", "C", "C", "C", "C", "C", "H", "H", "H", "H", "H", "H", "O", "C", "O", "C", "C", "Cl", "N", "N", "C", "C", "O", "O", "C", "C", "C", "C", "C", "C", "H", "H", "H", "H", "H", "H"], "coordinates": [[0.539137, -1.834355, -0.486512], [-0.664890, 5.275252, -2.704063], [-0.789871, 4.271718, -3.858860], [-0.007486, 4.812737, -5.054354], [-2.262945, 4.134005, -4.262467], [-0.269951, 2.913434, -3.394542], [-0.877633, 2.290765, -2.301081], [-0.409637, 1.073063, -1.870704], [-1.225761, 0.259899, -0.321542], [-0.238549, 1.131115, 1.061646], [-0.647096, 2.331041, 1.621047], [0.156904, 2.926597, 2.585612], [1.335019, 2.273037, 2.958450], [1.773920, 1.064341, 2.425309], [0.940914, 0.511274, 1.452070], [1.248748, -0.651350, 0.820631], [3.062320, 0.372848, 2.861046], [4.018622, 0.262818, 1.663465], [2.743402, -1.023323, 3.414673], [3.778424, 1.159489, 3.961126], [-0.199675, 4.255282, 3.246912], [0.927105, 5.264954, 2.991186], [-1.501727, 4.836414, 2.696846], [-0.361484, 4.039492, 4.756965], [0.660066, 0.422245, -2.510638], [1.013878, -0.805591, -2.036486], [1.287792, 1.003386, -3.602040], [0.782191, 2.253572, -4.001849], [2.456173, 0.419027, -4.396376], [2.013674, 0.233304, -5.856113], [2.967740, -0.931532, -3.888944], [3.634243, 1.405437, -4.336870], [-1.019843, 6.256255, -3.021403], [0.372577, 5.375993, -2.382959], [-1.259182, 4.975246, -1.840333], [-0.416368, 5.780768, -5.343177], [-0.081838, 4.154763, -5.921132], [1.047731, 4.959219, -4.819225], [-2.648054, 5.094169, -4.607016], [-2.884387, 3.812421, -3.426254], [-2.382817, 3.410913, -5.069765], [-1.711174, 2.765637, -1.800009], [-1.569607, 2.792784, 1.301470], [1.945399, 2.741247, 3.715173], [3.592269, -0.323514, 0.850893], [4.943198, -0.221642, 1.979301], [4.271770, 1.251315, 1.278147], [2.257456, -1.663701, 2.679452], [2.093744, -0.953641, 4.288551], [3.669622, -1.507818, 3.725947], [4.074257, 2.154920, 3.628630], [4.686079, 0.626117, 4.242576], [3.165330, 1.259096, 4.857548], [1.074814, 5.427036, 1.922768], [1.873797, 4.932915, 3.416225], [0.678176, 6.222953, 3.448371], [-1.441578, 5.025000, 1.623694], [-1.707574, 5.789245, 3.183901], [-2.353491, 4.181846, 2.888005], [0.557547, 3.671373, 5.212335], [-1.154431, 3.320924, 4.968722], [-0.617516, 4.980662, 5.244079], [1.254347, 2.721918, -4.850708], [1.167642, -0.451512, -5.925441], [2.836151, -0.183783, -6.437873], [1.725671, 1.174730, -6.321771], [2.203882, -1.707184, -3.926916], [3.349632, -0.857814, -2.868731], [3.793937, -1.240590, -4.530070], [3.373835, 2.387136, -4.728894], [4.462301, 1.021539, -4.933618], [3.984829, 1.534586, -3.311679], [2.893207, -3.102965, -0.989257], [2.791660, -4.553199, 0.268406], [3.774702, -5.489773, 0.318172], [3.639020, -6.512214, 1.287979], [2.566303, -6.535317, 2.133572], [1.554717, -5.547715, 2.062492], [0.432671, -5.527022, 2.927886], [-0.507951, -4.542799, 2.819844], [-0.384100, -3.537305, 1.830602], [0.680734, -3.513993, 0.964404], [1.657524, -4.525465, 1.093804], [4.625575, -5.466144, -0.346176], [4.402052, -7.274986, 1.351834], [2.478769, -7.316956, 2.876208], [0.333629, -6.302221, 3.676336], [-1.362237, -4.526229, 3.482554], [-1.183536, -2.796357, 1.775962], [-4.243333, -4.091482, -4.134868], [-5.043703, -3.909562, -3.087524], [-6.221064, -4.131781, -3.144287], [-4.425859, -3.441641, -1.811957], [-5.147550, -3.205351, -0.654042], [-6.811678, -3.251528, -0.351652], [-4.279552, -2.806454, 0.308756], [-3.027946, -2.746190, -0.158666], [-3.100021, -3.124890, -1.430847], [-1.836683, -3.215700, -2.184119], [-1.715543, -3.593717, -3.325035], [-0.785888, -2.855704, -1.465065], [-4.506238, -2.555817, 1.695604], [-3.913081, -1.439674, 2.267665], [-4.072652, -1.216381, 3.625108], [-4.824129, -2.097378, 4.392321], [-5.407483, -3.208467, 3.803485], [-5.246571, -3.451579, 2.446633], [-3.292365, -3.970629, -3.920825], [-3.350579, -0.757285, 1.645835], [-3.620161, -0.347354, 4.083025], [-4.954142, -1.916523, 5.450407], [-5.983770, -3.901970, 4.399768], [-5.674450, -4.334210, 1.993299]], "forces_ev_per_angstrom": [[-0.67, -0.18, 0.52], [-0.02, 0.02, 0.00], [0.02, 0.01, 0.00], [0.01, -0.01, -0.01], [-0.03, 0.02, 0.00], [-0.07, 0.03, 0.06], [0.01, 0.06, -0.08], [0.12, 0.07, -0.09], [-0.17, -0.13, -0.23], [0.18, 0.11, 0.13], [0.08, -0.01, 0.08], [-0.05, -0.04, -0.05], [0.03, -0.06, -0.02], [-0.24, 0.11, 0.03], [0.00, 0.05, -0.11], [-0.29, -0.44, -0.18], [0.06, 0.04, 0.01], [0.00, -0.01, 0.00], [-0.02, -0.04, 0.01], [0.00, -0.02, -0.01], [-0.04, 0.03, -0.01], [0.00, 0.02, 0.01], [0.00, 0.01, 0.01], [0.01, 0.01, 0.02], [-0.08, -0.19, 0.20], [0.44, -0.51, 0.18], [-0.22, 0.31, 0.04], [0.11, -0.15, 0.02], [0.07, -0.02, -0.03], [0.01, -0.01, 0.01], [0.06, -0.04, -0.03], [-0.01, -0.02, -0.02], [-0.01, 0.02, -0.01], [0.03, 0.00, 0.00], [-0.02, -0.02, 0.03], [-0.01, 0.02, 0.00], [-0.01, -0.03, -0.02], [0.03, 0.00, 0.02], [0.00, 0.03, -0.01], [-0.02, -0.02, 0.02], [0.01, -0.02, -0.02], [-0.01, -0.03, 0.05], [-0.03, 0.00, -0.03], [0.04, 0.01, 0.03], [0.01, -0.01, 0.00], [0.03, -0.01, 0.01], [0.00, 0.03, -0.01], [0.02, 0.00, 0.00], [-0.02, 0.01, 0.02], [0.03, -0.03, 0.01], [0.00, 0.03, -0.03], [0.02, -0.01, 0.00], [-0.03, 0.00, 0.02], [-0.01, -0.01, -0.03], [0.03, -0.01, 0.01], [-0.01, 0.02, 0.02], [0.02, 0.01, -0.03], [0.00, 0.01, 0.02], [-0.02, -0.03, 0.01], [0.03, -0.01, 0.02], [-0.02, -0.02, -0.01], [-0.01, 0.03, 0.01], [0.02, 0.03, -0.05], [-0.02, -0.02, 0.02], [0.03, -0.01, -0.02], [-0.02, 0.04, 0.00], [0.01, 0.01, -0.03], [0.01, 0.02, -0.03], [0.04, -0.02, -0.01], [-0.02, 0.03, -0.02], [0.02, -0.02, -0.01], [-0.01, 0.00, 0.03], [0.09, 0.10, -0.31], [0.09, -0.04, -0.01], [-0.15, 0.04, 0.07], [0.01, 0.03, -0.03], [0.04, -0.02, -0.02], [-0.04, 0.02, 0.02], [-0.03, 0.06, -0.03], [0.03, 0.00, -0.01], [-0.08, 0.11, -0.04], [0.19, 0.15, -0.44], [0.07, 0.04, 0.01], [0.03, 0.01, -0.02], [0.01, -0.01, 0.00], [0.00, -0.03, 0.02], [0.00, -0.02, 0.02], [-0.02, -0.01, 0.03], [0.03, 0.01, -0.04], [0.01, -0.01, 0.06], [0.04, -0.23, -0.07], [-0.02, 0.10, -0.08], [-0.06, 0.12, 0.11], [-0.10, 0.07, 0.03], [0.00, -0.05, -0.09], [0.27, -0.06, -0.29], [-0.05, -0.09, -0.11], [-0.20, -0.04, 0.24], [-0.03, 0.01, -0.15], [-0.17, 0.02, 0.21], [0.71, 0.51, 0.39], [0.03, 0.07, 0.01], [-0.11, -0.05, 0.00], [-0.01, 0.01, 0.02], [0.02, 0.03, 0.00], [-0.01, -0.04, -0.04], [0.06, 0.00, 0.16], [-0.09, 0.09, -0.01], [0.02, 0.03, -0.01], [0.01, 0.01, 0.01], [0.00, 0.00, 0.01], [-0.01, 0.00, 0.02], [0.00, 0.02, -0.03]]}

Entry 2:
{"formula": "C49H52N3O2SbSc", "method": "wB97M-V/def2-TZVPD", "e_tot_ha": -3214.0348, "total_charge": 1, "homo_lumo_gap_ev": 7.437, "lumo_energy_ev": -3.722, "species": ["Sc", "C", "C", "C", "C", "C", "C", "C", "C", "C", "C", "C", "C", "N", "C", "O", "C", "C", "C", "C", "C", "N", "C", "O", "N", "C", "C", "C", "C", "C", "C", "C", "C", "C", "C", "C", "C", "H", "H", "H", "H", "H", "H", "H", "H", "H", "H", "H", "H", "H", "H", "H", "H", "H", "H", "H", "H", "H", "H", "H", "H", "H", "H", "H", "H", "H", "H", "H", "H", "H", "H", "H", "H", "H", "C", "C", "C", "C", "C", "C", "Sb", "C", "C", "C", "C", "C", "C", "C", "C", "C", "C", "C", "C", "H", "H", "H", "H", "H", "H", "H", "H", "H", "H", "H", "H", "H", "H", "H"], "coordinates": [[-0.038096, -1.421266, -0.057976], [4.362828, -1.851470, -0.791879], [3.516163, -0.601097, -0.504675], [4.039623, 0.590674, -1.304858], [3.430848, -0.338781, 0.996317], [4.341285, 0.512671, 1.609542], [4.311618, 0.710786, 2.980081], [3.339144, 0.097347, 3.753257], [2.395358, -0.753768, 3.187556], [1.358543, -1.427852, 4.084166], [0.590224, -0.427109, 4.950932], [2.014339, -2.491851, 4.982460], [2.478493, -0.987931, 1.802478], [1.586801, -1.928237, 1.174700], [1.927800, -3.246748, 1.359642], [2.884458, -3.694663, 1.943534], [0.951502, -4.170203, 0.695024], [1.076032, -5.535009, 0.660637], [0.122136, -6.259038, -0.049924], [-0.922975, -5.604706, -0.691683], [-0.979597, -4.239934, -0.600377], [-0.055561, -3.550208, 0.077167], [-2.033357, -3.379534, -1.229481], [-3.057814, -3.865499, -1.642289], [-1.668738, -2.050086, -1.224123], [-2.608621, -1.098382, -1.750166], [-3.474377, -0.494683, -0.821243], [-4.360825, 0.475907, -1.274578], [-4.417203, 0.810281, -2.615724], [-3.591431, 0.168878, -3.528516], [-2.670311, -0.790824, -3.124426], [-1.833002, -1.484863, -4.186310], [-2.615222, -2.634277, -4.848898], [-1.364487, -0.512415, -5.274414], [-3.571309, -0.967301, 0.623723], [-4.850473, -1.793428, 0.799420], [-3.518821, 0.167265, 1.650223], [4.286785, -2.145225, -1.842798], [4.070360, -2.696539, -0.167579], [5.412030, -1.633136, -0.571082], [2.513223, -0.810923, -0.863151], [5.109383, 0.731480, -1.124446], [3.523052, 1.516811, -1.041002], [3.908106, 0.419887, -2.377422], [5.092516, 1.027808, 1.016668], [5.042010, 1.365524, 3.446110], [3.324206, 0.276231, 4.826684], [0.634066, -1.914581, 3.448626], [1.258556, 0.123538, 5.618057], [-0.135599, -0.954628, 5.576345], [0.040083, 0.299639, 4.344387], [2.672287, -2.003636, 5.712767], [2.616972, -3.188683, 4.403953], [1.255173, -3.053790, 5.534759], [1.906449, -5.995453, 1.175263], [0.198109, -7.337906, -0.107794], [-1.684240, -6.128830, -1.257266], [-5.039724, 0.960511, -0.576579], [-5.123692, 1.564027, -2.955446], [-3.675200, 0.414343, -4.583455], [-0.958452, -1.904741, -3.707682], [-3.448074, -2.222898, -5.430823], [-3.027425, -3.323747, -4.117313], [-1.967627, -3.191093, -5.534014], [-2.183632, -0.263634, -5.955804], [-0.574957, -0.973054, -5.877689], [-0.986176, 0.418314, -4.851255], [-2.748536, -1.629794, 0.823185], [-5.728550, -1.145333, 0.723022], [-4.868133, -2.278443, 1.781654], [-4.925974, -2.565148, 0.028578], [-4.306398, 0.906215, 1.469300], [-2.566626, 0.698284, 1.622362], [-3.660032, -0.228776, 2.662232], [2.861711, 4.530133, 3.011218], [1.915639, 3.714812, 3.617486], [1.179049, 2.816634, 2.851468], [1.373758, 2.750381, 1.473506], [2.326648, 3.563181, 0.866273], [3.071265, 4.447404, 1.637763], [0.071537, 1.525328, 0.334151], [-1.607538, 2.829883, 0.410837], [-2.382207, 2.984254, -0.738874], [-3.467374, 3.852969, -0.727665], [-3.783638, 4.557440, 0.430023], [-3.022915, 4.383953, 1.582533], [-1.934953, 3.517404, 1.577366], [0.720192, 1.992978, -1.631508], [0.751762, 3.311990, -2.085026], [1.265538, 3.601377, -3.341846], [1.768136, 2.582579, -4.146875], [1.733258, 1.267044, -3.710959], [1.190834, 0.978579, -2.466581], [3.436679, 5.232434, 3.606607], [1.755556, 3.765430, 4.691378], [0.455353, 2.176581, 3.343812], [2.493776, 3.526118, -0.201523], [3.813146, 5.080152, 1.160567], [-2.153043, 2.425942, -1.643183], [-4.068311, 3.977474, -1.624007], [-4.624882, 5.247091, 0.436439], [-3.277344, 4.923472, 2.488922], [-1.349528, 3.394888, 2.479340], [0.374904, 4.112660, -1.458415], [1.286088, 4.627402, -3.691936], [2.184122, 2.816892, -5.121954], [2.126852, 0.473117, -4.334264], [1.166638, -0.053242, -2.155742]], "forces_ev_per_angstrom": [[-0.15, 0.18, 0.01], [-0.01, 0.05, 0.05], [0.56, -0.02, 0.36], [0.17, -0.02, 0.05], [-0.03, 0.01, -0.08], [0.08, 0.10, -0.01], [-0.01, 0.14, 0.09], [0.05, 0.04, 0.09], [-0.04, -0.06, -0.07], [0.44, 0.14, 0.20], [-0.06, 0.06, -0.02], [0.05, 0.19, 0.03], [-0.08, 0.13, -0.05], [-0.33, -0.25, -0.15], [-0.22, 0.29, -0.08], [0.33, -0.07, 0.26], [-0.22, 0.25, -0.17], [-0.08, -0.40, -0.04], [0.10, -0.10, 0.06], [-0.10, -0.49, -0.04], [0.26, 0.46, 0.20], [0.00, -0.42, -0.08], [0.10, 0.54, -0.15], [-0.33, -0.08, -0.21], [0.66, -0.47, -0.03], [-0.02, -0.05, 0.24], [-0.05, 0.13, 0.04], [-0.18, 0.02, 0.00], [-0.08, 0.04, -0.05], [-0.13, 0.12, 0.02], [0.04, 0.01, 0.04], [-0.34, 0.09, -0.17], [0.01, 0.13, -0.01], [0.08, -0.06, -0.06], [-0.55, 0.54, -0.11], [-0.05, -0.13, 0.00], [-0.12, -0.03, 0.05], [0.04, 0.05, 0.05], [-0.01, 0.04, -0.02], [-0.08, -0.05, -0.03], [-0.46, -0.13, -0.10], [-0.10, 0.00, -0.02], [0.06, -0.05, -0.04], [0.09, 0.00, 0.18], [-0.12, -0.10, 0.09], [-0.09, -0.08, -0.05], [-0.01, -0.03, -0.18], [-0.25, -0.28, -0.29], [-0.06, -0.02, -0.05], [0.06, 0.04, -0.05], [0.05, -0.06, 0.05], [-0.11, -0.10, -0.10], [-0.01, -0.02, -0.04], [0.06, 0.08, -0.05], [0.02, -0.05, -0.01], [0.00, 0.04, 0.01], [0.06, 0.03, 0.08], [0.12, -0.08, -0.09], [0.10, -0.13, 0.03], [0.02, -0.01, 0.17], [0.33, -0.17, 0.24], [0.09, -0.06, 0.08], [0.00, -0.06, 0.09], [-0.07, 0.08, 0.06], [0.11, -0.02, 0.06], [-0.10, 0.06, 0.07], [0.08, 0.02, 0.00], [0.59, -0.48, 0.17], [0.06, -0.06, 0.00], [-0.01, 0.10, -0.11], [0.00, 0.07, 0.08], [0.11, -0.08, 0.06], [-0.04, 0.00, 0.02], [0.01, 0.04, -0.15], [0.02, 0.01, -0.09], [0.00, -0.10, 0.04], [0.15, 0.10, 0.02], [0.02, -0.18, 0.13], [0.02, 0.01, 0.14], [0.00, 0.01, 0.07], [0.00, 0.90, -0.15], [-0.10, -0.10, -0.14], [0.03, 0.00, 0.13], [-0.03, 0.06, 0.07], [-0.01, 0.01, -0.02], [-0.01, -0.06, -0.04], [-0.11, 0.07, -0.18], [0.06, -0.20, -0.14], [0.00, -0.06, -0.08], [0.03, -0.01, -0.02], [0.02, 0.07, -0.07], [-0.17, 0.03, -0.05], [-0.21, 0.62, -0.09], [-0.06, -0.09, -0.07], [0.02, 0.00, -0.16], [0.04, 0.01, -0.02], [0.01, -0.02, -0.01], [-0.08, -0.07, 0.06], [0.00, 0.08, 0.07], [0.08, -0.01, 0.11], [0.14, -0.15, -0.01], [0.03, -0.04, -0.09], [0.01, 0.05, -0.01], [0.00, -0.01, -0.02], [-0.01, -0.08, 0.03], [-0.05, -0.01, 0.12], [-0.07, 0.02, 0.00], [-0.01, -0.37, 0.07]]}